Computed, not measured: a gas-phase ion, C3H10NO2S (charge +1), with ωB97M-V with the def2-TZVPD basis set.

Relative energy (zero: lowest compared OMol25 entry of this formula, charge and spin) ... 61.60 kcal per mole
Gap between HOMO and LUMO ... 11.425 eV
LUMO energy ... -3.2 eV
Net charge ... +1

Cartesian coordinates (Å):
1 C -2.08 -0.43 -1.45
2 C -0.90 -0.69 -0.50
3 C 2.22 -0.11 1.19
4 N 1.13 0.54 1.94
5 O -1.57 0.78 -2.01
6 O 1.74 -0.46 -0.12
7 S 0.59 0.37 -0.90
8 H -2.94 -0.27 -0.87
9 H -2.24 -1.09 -2.20
10 H -0.57 -1.65 -0.68
11 H -0.98 -0.53 0.57
12 H 3.08 0.64 1.16
13 H 2.56 -1.09 1.57
14 H 1.21 1.54 2.03
15 H 0.23 1.35 0.05
16 H 0.76 0.07 2.77
17 H -2.25 1.04 -2.55